Density functional theory data (wB97M-V/def2-TZVPD) for a structure of composition C14H24F6NaO18S2 at a distorted geometry.

```
65
Properties=species:S:1:pos:R:3
Na 0.74 0.24 -1.24
C -4.86 1.88 -6.56
F -5.26 3.02 -5.94
F -5.10 0.85 -5.82
F -5.62 1.80 -7.71
S -3.00 1.79 -6.99
O -2.88 0.81 -8.07
O -2.58 3.17 -7.33
O -2.30 1.36 -5.80
C 3.54 -7.06 -3.19
F 2.29 -7.38 -3.06
F 4.22 -7.16 -2.04
F 4.17 -7.87 -4.08
S 3.71 -5.23 -3.89
O 5.10 -4.98 -4.25
O 2.74 -5.03 -5.00
O 3.35 -4.43 -2.66
C 3.05 6.16 -2.24
O 3.07 6.37 -0.84
C 3.81 5.50 -0.12
O 4.18 4.38 -0.49
O 3.93 6.02 1.09
C 4.84 5.54 2.07
H 2.37 6.92 -2.62
H 2.72 5.18 -2.56
H 3.97 6.38 -2.78
H 4.79 6.06 3.03
H 5.91 5.58 1.85
H 4.74 4.47 2.25
C 2.20 -2.58 5.41
O 3.39 -2.82 4.64
C 3.93 -1.87 3.84
O 3.38 -0.86 3.39
O 5.18 -2.28 3.45
C 5.95 -1.41 2.63
H 1.58 -3.44 5.65
H 1.55 -1.82 4.97
H 2.63 -2.12 6.30
H 5.49 -1.19 1.66
H 6.95 -1.84 2.54
H 6.02 -0.44 3.10
C -1.81 4.32 4.49
O -3.09 3.91 4.35
C -3.41 3.20 3.26
O -2.62 2.85 2.37
O -4.75 3.04 3.27
C -5.38 2.70 2.06
H -1.55 4.99 3.67
H -1.11 3.50 4.59
H -1.75 4.89 5.41
H -6.41 2.38 2.24
H -4.90 1.91 1.48
H -5.50 3.60 1.46
C -4.86 -4.05 2.15
O -5.21 -4.44 0.81
C -4.33 -4.18 -0.17
O -3.33 -3.52 -0.04
O -4.71 -4.74 -1.22
C -3.87 -4.94 -2.35
H -4.84 -2.98 2.35
H -3.91 -4.52 2.42
H -5.56 -4.52 2.84
H -2.83 -4.67 -2.18
H -4.28 -4.38 -3.19
H -3.88 -5.99 -2.65
```

Charge ... -1
HOMO energy ... -0.2119 hartree
Energy ... -94153.0333 eV
ΔE to the lowest compared entry with this formula, charge and spin ... 5.140 eV

Density functional theory data (wB97M-V/def2-TZVPD) for a structure of composition C42H46N6O2P2Pb at a distorted geometry.

```
99
Properties=species:S:1:pos:R:3
Pb 2.57 -0.52 -0.48
C 4.05 4.04 -3.21
C 2.77 4.43 -3.17
C 1.86 4.38 -4.36
C 1.88 3.04 -5.15
C 2.16 1.77 -4.39
C 3.38 1.33 -4.05
C 4.56 1.97 -4.71
C 4.73 3.50 -4.42
C 1.12 -2.18 0.32
H 4.70 4.21 -2.34
H 2.39 4.97 -2.29
H 2.15 5.19 -5.06
H 0.83 4.61 -4.06
H 0.87 2.92 -5.58
H 2.53 3.16 -6.03
H 1.31 1.09 -4.34
H 3.53 0.41 -3.46
H 4.44 1.89 -5.80
H 5.50 1.46 -4.44
H 5.81 3.70 -4.29
H 4.44 4.07 -5.32
H 1.60 -2.70 1.17
H 1.00 -2.95 -0.47
H 0.13 -1.87 0.65
P -0.26 -0.89 -2.02
P -0.59 1.34 0.10
N 0.74 -1.71 -3.33
N -1.77 -1.50 -2.67
N 1.10 2.02 0.15
N -1.20 2.64 1.06
C -0.40 0.81 -2.62
C -1.06 1.80 -1.63
C 1.74 -2.66 -3.07
C 2.36 -3.01 -4.26
C 1.71 -2.27 -5.30
C 0.75 -1.46 -4.70
C -2.12 -2.86 -2.51
C -3.42 -3.03 -2.98
C -3.88 -1.76 -3.48
C -2.85 -0.85 -3.27
C 2.00 1.63 1.17
C 3.24 2.21 0.91
C 3.14 2.84 -0.34
C 1.86 2.65 -0.82
C -1.05 4.03 1.00
C -1.82 4.61 2.00
C -2.44 3.54 2.74
C -2.03 2.35 2.16
H -0.88 0.86 -3.60
H 0.63 1.14 -2.75
H -0.78 2.83 -1.88
H -2.16 1.75 -1.70
H 1.91 -3.04 -2.08
H 3.19 -3.68 -4.35
H 1.93 -2.32 -6.35
H 0.07 -0.75 -5.13
H -1.43 -3.54 -2.05
H -3.98 -3.95 -2.95
H -4.85 -1.53 -3.88
H -2.80 0.21 -3.48
H 1.64 1.21 2.10
H 4.10 2.18 1.57
H 3.92 3.43 -0.82
H 1.42 2.98 -1.76
H -0.40 4.48 0.26
H -1.95 5.66 2.19
H -3.10 3.62 3.59
H -2.19 1.32 2.43
O 1.32 -0.59 2.67
C 0.17 -0.86 3.06
N -0.06 -1.69 4.13
C -1.44 -2.00 4.29
C -2.03 -1.09 3.18
O -3.24 -0.96 3.00
N -1.03 -0.47 2.53
C -1.67 -3.50 4.10
C -2.54 -3.95 3.11
C -2.90 -5.30 3.05
C -2.41 -6.22 3.97
C -1.54 -5.76 4.98
C -1.14 -4.42 5.04
C -1.98 -1.52 5.61
C -2.96 -2.25 6.29
C -3.59 -1.67 7.40
C -3.21 -0.40 7.84
C -2.21 0.32 7.15
C -1.57 -0.26 6.05
H 0.73 -2.21 4.51
H -3.00 -3.23 2.41
H -3.61 -5.60 2.28
H -2.69 -7.28 3.92
H -1.19 -6.45 5.75
H -0.48 -4.07 5.85
H -3.28 -3.24 5.94
H -4.38 -2.23 7.90
H -3.71 0.05 8.71
H -1.93 1.33 7.45
H -0.78 0.27 5.51
```

Charge ... +2
HOMO energy (alpha / beta) ... -0.4566 / -0.4583 hartree
Energy ... -81140.0778 eV
ΔE to the lowest compared entry with this formula, charge and spin ... 2.132 eV

Density functional theory data (wB97M-V/def2-TZVPD) for a cluster of 4 separate species, C2H11NO5 in total at a distorted geometry.

```
19
Properties=species:S:1:pos:R:3
O 0.17 -0.84 -1.19
C 0.18 -0.97 0.00
O 1.30 -0.81 0.73
C -0.98 -1.44 0.82
N -2.23 -1.68 0.08
H 1.92 -0.22 0.26
H -0.69 -2.42 1.19
H -1.24 -0.79 1.66
H -2.07 -2.45 -0.56
H -2.43 -0.90 -0.55
H 2.56 0.73 -1.34
H 1.41 1.64 -0.91
O 2.34 1.41 -0.69
H -1.13 1.95 -1.80
H -0.07 1.03 -2.45
O -0.18 1.77 -1.84
H 0.84 0.73 2.02
H -0.28 1.59 2.49
O 0.58 1.66 2.08
```

HOMO energy ... -0.3766 hartree
Energy ... -13980.5413 eV
Structure (SMILES) ... NCC(=O)O.O.O.O
ΔE to the lowest compared entry with this formula, charge and spin ... 0.336 eV

Density functional theory data (wB97M-V/def2-TZVPD) for the ion C6H8N with charge +1 at a distorted geometry.

```
15
Properties=species:S:1:pos:R:3
C 1.81 -0.74 0.39
C 0.94 -0.82 -0.74
C 2.13 -0.11 -1.08
C 0.69 -0.12 1.27
C -1.50 -0.84 -0.05
C -0.17 -0.24 0.09
N -1.30 0.62 -0.36
H 2.21 1.02 -1.15
H 2.87 -0.73 -1.45
H 0.50 -0.81 2.05
H 0.90 0.99 1.43
H -1.87 -1.55 -0.88
H -2.17 -0.81 0.79
H -1.43 0.88 -1.31
H -1.56 1.41 0.20
```

Charge ... +1
HOMO energy ... -0.4934 hartree
Energy ... -7827.8862 eV
Structure (SMILES) ... C1C2=C1[C@@]1(C[NH2+]1)C2
ΔE to the lowest compared entry with this formula, charge and spin ... 7.802 eV

Density functional theory data (wB97M-V/def2-TZVPD) for a structure of composition C16H23AuN4 at a distorted geometry.

```
44
Properties=species:S:1:pos:R:3
Au 0.33 -0.17 -0.03
N -0.51 -0.85 1.83
C -0.12 -2.19 2.35
C 1.11 -2.14 3.25
C 2.48 -2.26 2.57
C 3.06 -0.98 1.95
N 2.59 -0.73 0.58
H -0.36 -0.17 2.57
H -1.52 -0.86 1.65
H 0.03 -2.86 1.51
H -0.96 -2.58 2.94
H 1.04 -2.99 3.93
H 1.08 -1.24 3.86
H 2.46 -3.05 1.81
H 3.19 -2.57 3.33
H 4.15 -1.09 1.92
H 2.83 -0.11 2.57
H 2.77 -1.56 0.02
H 3.14 0.03 0.18
C 1.08 2.16 -1.96
N 0.76 0.77 -1.87
C 0.64 0.02 -2.93
C 0.14 -1.28 -2.80
C -0.06 -2.32 -3.75
C -0.70 -3.33 -3.08
C -0.88 -2.88 -1.73
N -0.36 -1.69 -1.57
C 2.27 2.57 -1.13
C 3.42 3.03 -1.77
C 4.52 3.38 -1.01
C 4.46 3.32 0.37
C 3.32 2.86 1.01
C 2.22 2.51 0.26
H 0.22 2.72 -1.56
H 1.22 2.46 -3.01
H 0.88 0.41 -3.91
H 0.24 -2.31 -4.78
H -1.01 -4.29 -3.45
H -1.38 -3.40 -0.94
H 3.46 3.08 -2.85
H 5.42 3.71 -1.51
H 5.30 3.67 0.96
H 3.29 2.81 2.09
H 1.30 2.21 0.75
```

Charge ... +2
2S+1 ... 3
HOMO energy (alpha / beta) ... -0.5534 / -0.5524 hartree
⟨S²⟩ ... 2.05
Energy ... -26600.7965 eV
ΔE to the lowest compared entry with this formula, charge and spin ... 0.343 eV

Density functional theory data (wB97M-V/def2-TZVPD) for the molecule C20H16FN3O2 at a distorted geometry.

```
42
Properties=species:S:1:pos:R:3
O -0.98 0.39 3.46
F 1.11 6.18 -6.74
N -0.72 0.85 -1.33
O -0.44 -4.05 1.52
C -1.13 -0.39 2.56
C -0.86 1.82 -0.52
C -0.31 1.41 -2.47
C -0.02 -2.29 3.62
C -0.45 2.72 -2.56
C -0.82 -1.85 2.57
C 1.64 -6.25 3.62
C 1.68 -5.44 4.71
C 0.22 5.92 -4.55
C 1.05 4.00 -5.77
C 0.74 -5.87 2.59
C -0.27 4.99 -3.64
C 0.55 3.12 -4.82
C 1.08 -4.22 4.79
C 0.85 5.43 -5.65
C 0.18 -4.52 2.61
C -0.06 3.55 -3.68
C 0.45 -3.67 3.65
N -0.57 2.96 -1.20
N -1.22 0.20 1.30
C -1.20 -2.84 1.48
C -1.00 1.65 1.02
H -0.07 0.79 -3.34
H 0.21 -1.60 4.41
H 2.25 -7.14 3.49
H 2.35 -5.63 5.49
H 0.04 6.96 -4.58
H 1.53 3.42 -6.57
H 0.67 -6.51 1.71
H -0.86 5.38 -2.75
H 0.71 2.08 -5.00
H 0.95 -3.68 5.77
H -0.42 3.82 -0.74
H -1.29 -0.38 0.46
H -2.22 -3.08 1.64
H -1.26 -2.37 0.43
H -1.90 2.13 1.40
H -0.18 1.98 1.62
```

HOMO energy ... -0.2979 hartree
Energy ... -32279.9206 eV
Structure (SMILES) ... O=C(NCc1ncc(-c2ccc(F)cc2)[nH]1)C1=Cc2ccccc2OC1
ΔE to the lowest compared entry with this formula, charge and spin ... 3.796 eV

Density functional theory data (wB97M-V/def2-TZVPD) for the molecule C4H10N2OS at a distorted geometry.

```
18
Properties=species:S:1:pos:R:3
C -1.18 -0.06 -2.20
C 0.23 -0.48 -1.84
C 0.48 0.10 0.43
C -0.56 -1.05 2.17
H -1.57 -0.68 -3.02
H -1.82 -0.15 -1.33
H -1.22 0.99 -2.54
H 0.90 -0.39 -2.71
H 0.22 -1.52 -1.47
H 0.85 0.96 2.26
H 1.59 3.08 0.47
H -1.21 -1.96 2.29
H 0.37 -1.25 2.72
H -1.05 -0.21 2.67
N 1.13 0.98 1.29
N -0.33 -0.81 0.76
O 0.80 0.38 -0.84
S 2.36 2.07 0.91
```

HOMO energy ... -0.3321 hartree
Energy ... -20172.3897 eV
Structure (SMILES) ... CCO/C(=N/C)NS
ΔE to the lowest compared entry with this formula, charge and spin ... 1.533 eV